# 1
Molecular formula: C11H21F6I2O2P2Tb
Method: DFT, wB97M-V/def2-TZVPD

XYZ file:
```
45
Properties=species:S:1:pos:R:3
I 2.684 -2.214 -1.882
I 0.547 -1.909 -3.658
Tb -0.144 -0.410 -0.173
P 1.571 1.252 -1.949
C 2.624 2.276 -0.862
C 2.724 1.073 -3.359
H 3.033 2.075 -3.691
H 1.133 3.286 -3.173
H 2.238 0.547 -4.186
H -0.231 2.111 -3.302
H 3.373 1.629 -0.385
H 3.605 0.488 -3.063
C 0.503 2.568 -2.620
H 3.142 3.017 -1.490
H -0.036 3.067 -1.801
H 2.009 2.772 -0.102
P -0.971 -3.207 0.110
C -1.106 -4.032 1.745
C -2.679 -3.477 -0.515
H -0.063 -4.261 -1.880
H -0.666 -5.484 -0.703
H 0.916 -4.640 -0.450
C -0.111 -4.542 -0.820
H -2.749 -3.083 -1.539
H -2.906 -4.554 -0.506
H -1.698 -4.953 1.638
H -1.601 -3.350 2.446
H -3.393 -2.920 0.111
H -0.104 -4.263 2.126
C 1.022 -1.498 1.695
O 1.643 -1.922 2.578
C -2.300 1.903 2.572
C -1.014 2.178 1.855
O -0.791 1.198 0.894
C -1.064 3.564 1.136
F -1.453 4.578 1.955
F 0.159 3.920 0.655
F -1.928 3.502 0.083
C 0.193 2.104 2.839
F 0.198 3.085 3.766
F 0.186 0.881 3.488
F 1.370 2.158 2.176
H -3.118 1.927 1.855
H -2.488 2.637 3.343
H -2.261 0.925 3.046
```

## Properties
Energy above the lowest of the compared OMol25 structures with the same formula, charge and spin = 0.0 kcal per mole
Spin multiplicity = 7
Charge = +2
⟨S²⟩ = 12.7183
Molecular weight = 774.0 g/mol

---

# 2
Molecular formula: C11H21N2
Method: DFT, wB97M-V/def2-TZVPD

XYZ file:
```
34
Properties=species:S:1:pos:R:3
C 1.089 -0.704 -0.340
C -0.268 -0.517 -0.817
C 2.296 0.191 -0.411
C 3.271 -0.505 0.567
C 2.434 -1.486 1.442
C -2.439 -0.819 0.696
C -1.379 -0.710 1.877
C -2.450 0.261 -0.412
C 1.100 -0.952 1.489
C -1.144 2.225 -2.648
C -0.603 1.805 -1.260
N -0.165 -1.469 1.787
N -1.124 0.422 -1.021
H 1.398 -1.737 -0.530
H -0.699 -1.474 -0.868
H 2.801 0.105 -1.502
H 2.048 1.180 -0.132
H 4.040 -1.176 -0.103
H 3.802 0.194 1.168
H 2.398 -2.652 1.177
H 2.956 -1.627 2.384
H -2.289 -1.756 0.146
H -3.412 -0.657 1.166
H -1.142 0.166 2.310
H -1.827 -1.240 2.670
H -3.103 -0.182 -1.086
H -2.905 1.139 0.058
H 1.073 0.100 1.837
H -0.290 2.645 -3.238
H -1.717 1.360 -2.964
H -1.923 2.971 -2.696
H -1.237 2.414 -0.570
H 0.435 1.985 -1.195
H -0.288 -2.409 1.758
```

## Properties
Energy above the lowest of the compared OMol25 structures with the same formula, charge and spin = 82.3 kcal per mole
Charge = +1
Molecular weight = 181.3 g/mol

---

# 3
Molecular formula: C11H21N2
Method: DFT, wB97M-V/def2-TZVPD

XYZ file:
```
34
Properties=species:S:1:pos:R:3
C 1.871 3.271 -1.600
H 2.260 4.038 -1.071
C 2.413 1.830 -1.385
C 1.870 0.836 -2.194
H 2.343 0.088 -2.016
H 2.119 1.163 -3.226
C 0.591 0.676 -1.875
C -0.022 0.357 -0.648
N 0.784 -0.774 -0.082
H 1.775 -0.560 0.021
H 0.752 -1.754 -0.720
C 0.416 -1.178 1.242
C -1.104 -1.603 1.440
C -1.350 -2.992 0.716
C -2.861 -2.958 0.856
C -3.015 -1.901 1.748
N -2.080 -1.079 2.105
C -1.994 0.056 2.836
H -1.835 0.765 2.159
H -1.302 -0.158 3.672
H -3.120 0.246 3.052
H -3.905 -1.714 2.035
H -3.335 -3.884 0.523
H -0.581 -3.642 0.243
H 0.982 -2.000 1.522
H 0.413 -0.370 2.073
H -1.058 0.226 -0.361
H 0.250 1.076 -0.044
H -0.009 1.470 -2.314
H 0.161 -0.298 -2.525
H 3.551 1.992 -1.739
H 2.378 1.838 -0.405
H 1.871 3.490 -2.737
H 0.771 3.448 -1.300
```

## Properties
Energy above the lowest of the compared OMol25 structures with the same formula, charge and spin = 207.4 kcal per mole
Charge = +1
Molecular weight = 181.3 g/mol

---

# 4
Molecular formula: C11H21N5O5
Method: DFT, wB97M-V/def2-TZVPD

XYZ file:
```
42
Properties=species:S:1:pos:R:3
C 2.604 -0.749 0.445
C 2.165 -1.805 -0.579
C 4.002 -0.124 0.086
C 4.196 1.379 0.584
C 3.387 2.396 -0.345
C -0.431 -1.428 -0.023
C -1.600 -2.348 0.172
C -0.881 -0.211 -0.739
C -1.432 0.867 0.366
C -2.692 0.730 1.317
C -4.389 1.467 -0.274
H 2.841 -2.336 1.720
H 3.500 -1.011 2.321
H 1.847 0.044 0.478
H 4.701 -0.762 0.529
H 4.148 -0.186 -0.992
H 3.904 1.588 1.626
H 5.254 1.538 0.386
H 3.660 3.843 0.946
H 0.669 -2.929 -1.233
H -0.010 -1.257 1.095
H -1.746 -0.292 -1.504
H -0.085 0.327 -1.292
H -1.765 1.716 -0.198
H -0.558 1.194 1.054
H -2.703 1.691 1.818
H -2.853 0.060 2.244
H -4.204 -0.347 0.632
H -5.282 0.336 -1.564
H -3.938 2.804 1.049
H -4.437 3.529 -0.492
H -3.099 -2.708 0.351
N 2.696 -1.319 1.766
N 0.803 -2.129 -0.602
N -4.073 0.608 0.771
N -4.834 1.266 -1.431
N -3.909 2.781 0.044
O 2.917 -2.460 -1.206
O 3.016 2.116 -1.489
O 3.123 3.613 0.140
O -1.683 -3.503 -0.142
O -2.898 -1.808 0.338
```

## Properties
Energy above the lowest of the compared OMol25 structures with the same formula, charge and spin = 104.5 kcal per mole
Charge = 0
Molecular weight = 303.3 g/mol

---

# 5
Molecular formula: C11H21NO6S
Method: DFT, wB97M-V/def2-TZVPD

XYZ file:
```
40
Properties=species:S:1:pos:R:3
C 0.444 1.880 -3.542
C -1.134 1.454 -3.676
C -1.937 1.548 -2.221
C -3.544 1.529 -2.599
C -4.256 0.052 -2.438
O -4.617 -0.080 -1.005
S -3.135 -0.040 -0.151
O -3.278 1.129 0.897
O -3.065 -1.399 0.646
C -1.624 0.278 -1.219
C -0.328 0.490 -0.235
N -0.053 -0.837 0.436
H 0.772 2.375 -4.552
H 1.128 0.952 -3.337
H 0.553 2.659 -2.654
H -1.308 0.409 -4.208
H -1.652 2.269 -4.372
H -1.620 2.548 -1.689
H -4.049 2.337 -1.880
H -3.719 1.922 -3.697
H -3.602 -0.845 -2.833
H -5.255 0.022 -3.091
H -1.402 -0.649 -1.933
H 0.632 0.903 -0.762
H -0.668 1.243 0.612
H -0.215 -1.642 -0.214
H 0.881 -0.877 0.900
C 4.541 -1.436 5.096
C 4.052 -1.589 3.670
C 3.003 -0.589 3.288
O 2.258 -1.281 2.302
C 2.401 -2.614 2.567
O 1.744 -3.496 2.045
O 3.378 -2.826 3.500
H 4.875 -0.415 5.297
H 3.758 -1.704 5.814
H 5.378 -2.117 5.281
H 4.899 -1.565 2.974
H 3.436 0.325 2.872
H 2.330 -0.323 4.110
```

## Properties
Energy above the lowest of the compared OMol25 structures with the same formula, charge and spin = 0.0 kcal per mole
Charge = 0
Molecular weight = 295.4 g/mol

---

# 6
Molecular formula: C11H22AlClF5NO4P3S
Method: DFT, wB97M-V/def2-TZVPD

XYZ file:
```
49
Properties=species:S:1:pos:R:3
N -1.733 3.473 -0.484
C -2.980 2.711 -0.679
C -3.631 2.257 0.647
C -2.655 1.818 1.755
C -2.286 0.324 1.775
C -1.244 -0.142 0.714
P -2.100 -0.785 -0.824
O -1.602 -0.273 -2.134
O -0.388 0.871 0.335
Al 1.229 0.774 1.076
C 2.525 0.693 -0.426
C 2.408 -0.726 -1.010
C 2.949 -0.820 -2.443
C 2.818 -2.186 -3.074
F 1.502 -2.502 -3.290
F 3.437 -2.213 -4.301
C 3.422 -3.366 -2.262
F 4.556 -2.995 -1.653
F 2.575 -3.801 -1.331
F 3.717 -4.400 -3.053
P 1.654 2.433 2.733
S 2.186 1.635 4.481
O 0.859 -0.831 1.756
C -0.341 -1.333 1.280
P -1.266 -2.458 2.491
O -1.351 -3.784 1.529
Cl 0.326 -2.976 3.703
H -0.953 2.928 -0.833
H -1.771 4.310 -1.054
H -3.692 3.366 -1.196
H -2.830 1.853 -1.342
H -4.263 3.072 1.017
H -4.284 1.400 0.432
H -3.149 2.007 2.717
H -1.766 2.453 1.736
H -3.216 -0.249 1.645
H -1.887 0.077 2.764
H -3.475 -0.539 -0.612
H -2.014 -2.190 -0.754
H 3.560 0.931 -0.162
H 2.150 1.413 -1.166
H 1.349 -1.019 -1.036
H 2.913 -1.426 -0.339
H 2.333 -0.161 -3.067
H 3.996 -0.512 -2.475
H 0.577 3.333 2.881
H 2.652 3.330 2.297
H -0.109 -2.018 0.431
H -0.708 -3.756 0.807
```

## Properties
Charge = -1
Molecular weight = 514.7 g/mol

---

# 7
Molecular formula: C11H22BrErF3O2P
Method: DFT, wB97M-V/def2-TZVPD

XYZ file:
```
41
Properties=species:S:1:pos:R:3
C -2.955 -1.708 2.712
C -2.682 -1.818 1.114
C -1.340 -2.653 0.749
C -1.028 -2.259 -0.772
C 0.526 -2.275 -1.141
C 0.944 -0.896 -1.865
P 1.695 0.353 -0.592
C 2.575 1.445 0.739
C 4.176 1.401 0.635
O 4.798 0.966 1.610
Br 5.203 2.040 -0.922
C 1.036 1.887 -1.511
C -0.459 2.319 -1.112
O -1.456 1.270 -1.279
C -0.610 2.977 0.337
F -1.921 3.545 0.384
F 0.252 4.080 0.540
F -0.564 2.050 1.428
H -2.011 -1.800 3.381
H -3.755 -2.474 2.976
H -3.461 -0.658 2.897
H -2.618 -0.717 0.704
H -3.597 -2.266 0.583
H -1.597 -3.773 0.752
H -0.492 -2.397 1.473
H -1.636 -2.871 -1.527
H -1.372 -1.167 -0.883
H 0.711 -3.101 -1.922
H 1.209 -2.541 -0.266
H 0.053 -0.503 -2.448
H 1.742 -1.180 -2.637
H 2.887 0.418 -1.454
H 2.295 -0.791 0.065
H 0.495 0.188 0.206
H 2.301 1.035 1.779
H 2.282 2.542 0.711
H 1.691 2.827 -1.391
H 1.053 1.675 -2.646
H -0.760 3.146 -1.856
H -1.589 1.247 -2.258
Er -2.025 0.437 2.705
```

## Properties
Energy above the lowest of the compared OMol25 structures with the same formula, charge and spin = 88.1 kcal per mole
Spin multiplicity = 4
Charge = +2
⟨S²⟩ = 3.8062
Molecular weight = 521.4 g/mol

---

# 8
Molecular formula: C11H22F6O4SSi2
Method: DFT, wB97M-V/def2-TZVPD

XYZ file:
```
46
Properties=species:S:1:pos:R:3
C 2.054 1.665 4.675
Si 2.198 1.033 2.879
C 0.599 0.280 2.190
C 3.559 -0.317 2.681
Si 2.959 2.802 1.654
S 1.602 4.478 1.645
H 2.826 1.147 5.256
H 1.067 1.473 5.100
H 2.273 2.731 4.775
H -0.159 1.006 1.892
H 0.198 -0.394 2.957
H 0.887 -0.335 1.329
H 3.067 -1.291 2.739
H 3.938 -0.201 1.660
H 4.352 -0.188 3.415
H 3.315 2.421 0.269
H 4.229 3.204 2.316
H 1.364 4.763 2.956
C 3.368 -0.148 -4.618
C 1.905 0.097 -4.312
O 1.385 -0.916 -3.435
C 1.635 -0.738 -2.146
O 2.241 0.170 -1.676
C 0.988 -1.853 -1.333
F 1.191 -3.050 -1.871
F -0.330 -1.681 -1.245
F 1.462 -1.891 -0.097
H 3.510 -1.153 -5.019
H 3.731 0.577 -5.346
H 3.977 -0.068 -3.718
H 1.315 0.034 -5.224
H 1.744 1.087 -3.886
C -3.047 -0.199 -0.015
C -3.810 -1.455 0.351
O -5.221 -1.282 0.144
C -5.639 -1.450 -1.104
O -4.951 -1.724 -2.034
C -7.153 -1.284 -1.170
F -7.562 -0.224 -0.479
F -7.766 -2.354 -0.665
F -7.569 -1.135 -2.415
H -3.441 0.660 0.530
H -1.990 -0.312 0.222
H -3.141 0.021 -1.078
H -3.687 -1.672 1.411
H -3.447 -2.320 -0.203
```

## Properties
Charge = 0
Molecular weight = 420.5 g/mol

---

# 9
Molecular formula: C11H22N2O4P
Method: DFT, wB97M-V/def2-TZVPD

XYZ file:
```
40
Properties=species:S:1:pos:R:3
C -0.471 -0.215 3.927
C -1.424 0.730 4.462
C -2.923 0.440 4.160
N -3.548 0.934 3.039
C -4.879 0.392 3.137
C -4.950 -0.423 4.361
N -3.669 -0.371 5.004
H -0.353 -1.180 4.500
H 0.099 0.066 2.999
H -1.056 1.604 5.072
H -3.114 1.526 2.327
H -5.685 0.553 2.374
H -5.824 -1.016 4.735
H -3.338 -0.822 5.861
O 1.834 -0.252 -0.337
P 1.741 -0.138 -1.848
O 2.309 1.401 -1.998
C 3.706 1.622 -1.837
C 4.494 1.119 -3.034
O 0.119 0.188 -1.932
C -0.749 -0.182 -0.875
C -0.937 0.971 0.094
O 1.679 -0.227 -3.546
C 1.963 -1.517 -4.105
C 0.979 -2.572 -3.636
H 4.059 1.151 -0.914
H 3.850 2.699 -1.734
H 4.474 0.026 -3.079
H 5.537 1.434 -2.971
H 4.065 1.490 -3.966
H -0.386 -1.079 -0.368
H -1.714 -0.442 -1.319
H 0.016 1.392 0.422
H -1.500 0.650 0.977
H -1.483 1.786 -0.390
H 2.986 -1.804 -3.845
H 1.911 -1.418 -5.191
H 1.071 -2.745 -2.557
H 1.159 -3.520 -4.145
H -0.048 -2.254 -3.825
```

## Properties
Energy above the lowest of the compared OMol25 structures with the same formula, charge and spin = 59.5 kcal per mole
Charge = +1
Molecular weight = 277.3 g/mol

---

# 10
Molecular formula: C11H22N6O4
Method: DFT, wB97M-V/def2-TZVPD

XYZ file:
```
43
Properties=species:S:1:pos:R:3
C -0.902 0.541 0.229
C 0.526 0.156 0.604
C -0.888 1.989 -0.104
C -1.176 2.239 -1.565
C -2.728 2.110 -1.798
C -4.432 2.168 -0.150
C 1.835 -2.068 0.658
C 1.682 -3.325 1.462
C 3.142 -1.291 1.140
C 4.422 -1.786 0.539
C 4.657 -1.251 -0.909
H -1.363 0.498 2.152
H -2.749 0.598 1.206
H -1.230 -0.108 -0.589
H 0.063 2.500 0.046
H -1.610 2.620 0.430
H -0.810 3.243 -1.962
H -0.534 1.521 -2.093
H -2.814 2.368 -2.824
H -2.955 1.087 -1.632
H -3.685 3.882 -1.011
H -5.671 1.990 1.230
H -4.842 0.744 -1.412
H -5.026 0.067 0.107
H -0.028 -1.629 1.390
H 1.859 -2.529 -0.379
H 3.032 -0.200 0.943
H 3.202 -1.437 2.208
H 4.380 -2.839 0.450
H 5.322 -1.567 1.262
H 2.614 -0.994 -1.545
H 3.799 -0.881 -2.746
H 2.757 -4.993 1.611
N -1.831 0.231 1.293
N -3.697 2.843 -1.045
N -5.050 2.716 0.805
N -4.491 0.712 -0.433
N 0.728 -1.173 0.966
N 3.615 -1.092 -1.770
O 1.414 0.978 0.765
O 0.868 -3.590 2.347
O 5.779 -0.975 -1.258
O 2.817 -4.074 1.383
```

## Properties
Energy above the lowest of the compared OMol25 structures with the same formula, charge and spin = 83.6 kcal per mole
Charge = 0
Molecular weight = 302.3 g/mol

---

# 11
Molecular formula: C11H22N6O5S2Sr
Method: DFT, wB97M-V/def2-TZVPD

XYZ file:
```
47
Properties=species:S:1:pos:R:3
O 2.251 0.107 2.672
H 2.368 -0.112 3.616
Sr 0.686 0.265 0.551
N 1.161 0.822 -1.986
N -0.324 -1.161 -1.541
O 1.799 1.952 -2.106
O -1.201 -2.265 -1.363
C 0.898 0.103 -3.094
C 0.060 -1.031 -2.820
C 1.348 0.477 -4.457
C -0.396 -1.950 -3.898
H 2.115 1.255 -4.429
H 0.488 0.844 -5.032
H 1.763 -0.397 -4.969
H -1.234 -2.536 -3.501
H 0.412 -2.635 -4.208
H -0.714 -1.379 -4.786
H 2.658 1.774 -0.701
H -1.325 -2.344 -0.389
O -1.676 1.053 -0.335
H -2.161 1.899 -0.337
H -1.965 0.548 -1.123
C 1.999 -2.297 0.857
H 2.922 -2.028 1.394
H 2.107 -2.147 -0.240
H 1.587 -3.289 1.117
O 2.772 1.498 0.271
H 2.786 0.899 2.507
H 3.710 1.582 0.492
N 0.914 4.011 1.239
C 0.285 3.397 2.271
N -0.115 2.141 2.240
C -0.659 1.732 3.463
C -0.598 2.718 4.443
S 0.056 4.195 3.839
C -1.158 0.385 3.574
C -1.930 -0.192 4.576
S -2.278 -1.859 4.212
C -1.363 -1.680 2.712
N -0.853 -0.489 2.528
N -1.225 -2.713 1.792
H 1.094 5.002 1.328
H 0.895 3.580 0.316
H -0.919 2.577 5.467
H -2.282 0.350 5.453
H -1.619 -3.575 2.168
H -0.238 -2.839 1.526
```

## Properties
Energy above the lowest of the compared OMol25 structures with the same formula, charge and spin = 34.6 kcal per mole
Charge = 0
Molecular weight = 470.1 g/mol

---

# 12
Molecular formula: C11H22NO
Method: DFT, wB97M-V/def2-TZVPD

XYZ file:
```
35
Properties=species:S:1:pos:R:3
C -1.553 -1.527 -1.180
C 0.239 0.099 -1.862
C -1.202 -0.365 -2.218
C -1.548 -1.024 0.265
C 0.335 0.433 -0.430
C -2.821 -0.353 0.702
C -1.151 -2.231 1.202
C 1.397 1.517 -0.128
C 4.118 1.505 -0.057
C -0.160 0.206 1.859
C 2.696 0.855 0.491
N -0.384 -0.144 0.434
O -2.205 0.618 -1.973
H -2.585 -1.928 -1.417
H -0.850 -2.326 -1.453
H 1.093 -0.528 -2.225
H 0.439 1.008 -2.519
H -1.160 -0.739 -3.208
H -3.100 -0.372 1.839
H -3.682 -0.790 0.145
H -2.839 0.585 0.208
H -1.928 -3.067 1.260
H -1.041 -1.823 2.241
H -0.300 -2.749 0.805
H 1.574 1.996 -1.022
H 1.119 2.350 0.647
H -2.412 0.969 -2.854
H 3.990 1.845 -1.046
H 4.846 0.703 -0.149
H 4.484 2.290 0.608
H 0.645 0.955 1.975
H -1.093 0.686 2.149
H 0.156 -0.614 2.446
H 2.832 0.806 1.483
H 2.649 -0.272 0.174
```

## Properties
Energy above the lowest of the compared OMol25 structures with the same formula, charge and spin = 41.1 kcal per mole
Charge = +1
Molecular weight = 184.3 g/mol

---

Q: Which total energy values were calculated for the entries above? A: -89348.9023; -14717.2018; -14711.7788; -29433.6051; -36352.7076; -92859.9150; -130936.4347; -62850.8894; -32211.1465; -28893.5156; -53446.9969; -15293.4669, in eV.